A molecular structure, C60H49F9IrN2PSb2 at a distorted geometry, computed with ωB97M-V/def2-TZVPD.

- HOMO-LUMO gap (eV) = 6.3715
- LUMO (eV) = -6.9
- charge = +2
- energy relative to the best compared isomer or geometry (same formula, charge and spin) (kcal/mol) = 22.0
- HOMO level (eV) = -13.2882
- E (hartree) = -4249.78177

Structure (XYZ):
```
124
Properties=species:S:1:pos:R:3:forces:R:3:lowdin_charge:R:1
Ir 0.57084 0.15149 -0.47763 -0.14 0.55 -0.83 0.728
C -0.87541 -0.92310 -3.15735 0.00 0.17 0.00 -0.159
N 0.31848 -0.38016 -2.48819 0.08 -0.59 -0.04 -0.127
C 1.33351 -0.09673 -3.25157 0.02 0.05 0.14 -0.070
C 2.46409 0.50178 -2.67080 -0.14 0.18 0.21 -0.336
C 3.70261 0.94624 -3.12680 -0.06 -0.12 0.07 0.006
C 4.38504 1.41042 -2.00117 0.11 0.02 0.04 -0.047
C 3.53935 1.24367 -0.90986 -0.04 -0.08 -0.01 -0.203
N 2.36169 0.71436 -1.30875 0.26 -0.19 0.09 -0.188
C -1.82038 0.16058 -3.62020 -0.02 0.00 -0.03 -0.219
C -1.39488 1.19045 -4.45720 0.03 0.01 0.12 -0.039
C -2.28926 2.14623 -4.90537 -0.04 0.02 -0.01 -0.061
C -3.62758 2.07526 -4.53632 0.01 0.01 0.01 -0.059
C -4.06046 1.04416 -3.72070 -0.04 0.01 0.01 -0.065
C -3.15739 0.09450 -3.26052 0.00 -0.04 -0.05 -0.055
H -1.39978 -1.59574 -2.48145 0.03 0.15 -0.01 0.080
H -0.52267 -1.50607 -4.01355 -0.10 -0.07 0.00 0.139
H 1.28949 -0.32545 -4.31108 0.01 0.02 -0.04 0.154
H 4.06086 0.91989 -4.14156 0.01 0.01 -0.07 0.124
H 5.37370 1.83489 -1.97154 0.04 0.01 0.00 0.115
H 3.72360 1.52389 0.11552 0.00 0.04 0.04 0.105
H -0.36064 1.25670 -4.77149 0.03 0.00 -0.01 0.105
H -1.95046 2.93690 -5.56097 0.01 0.01 0.00 0.114
H -4.32970 2.81312 -4.89835 -0.02 0.02 -0.01 0.114
H -5.10637 0.96862 -3.45191 -0.01 0.01 0.01 0.111
H -3.50354 -0.72005 -2.63506 0.00 -0.04 -0.01 0.106
C -1.30793 -0.20118 2.74676 0.08 0.03 -0.03 -0.322
C 0.19578 -0.41153 3.02659 0.02 -0.19 0.20 -0.383
C 1.15153 0.73175 3.29348 0.56 0.97 -0.77 -0.257
Sb 0.85612 2.09662 1.49422 -0.56 -0.54 0.29 1.533
C 1.34803 3.87573 0.32983 0.58 0.18 0.55 -0.338
C 1.85536 3.84570 -0.96532 -0.21 -0.30 -0.10 -0.139
C 2.04335 5.02367 -1.67102 -0.01 0.05 -0.06 -0.061
C 1.74220 6.24670 -1.09427 0.02 0.02 -0.05 -0.055
C 1.22229 6.28132 0.18706 -0.06 0.02 0.05 -0.053
C 1.03039 5.10701 0.90104 -0.07 -0.06 0.03 -0.113
C -0.25258 3.19877 2.99855 -0.24 -0.09 -0.30 -0.369
C 0.65091 3.84907 3.84212 0.09 0.02 -0.05 -0.181
C 0.20652 4.52551 4.96452 -0.02 0.02 0.02 -0.053
C -1.14831 4.54449 5.27082 0.00 0.02 0.01 -0.053
C -2.04429 3.88952 4.44550 -0.04 0.02 0.03 -0.049
C -1.59652 3.21768 3.31206 -0.07 -0.04 -0.03 -0.115
Sb -1.80964 0.09204 0.65722 0.07 0.37 0.07 1.450
C -3.81539 -0.58449 0.56463 0.14 -0.24 0.11 -0.348
C -4.68969 0.02243 -0.33081 -0.02 0.13 -0.02 -0.146
C -6.03989 -0.28634 -0.29351 -0.02 -0.02 0.01 -0.051
C -6.52482 -1.18834 0.64401 0.00 0.00 0.01 -0.045
C -5.65640 -1.78406 1.54432 -0.05 0.06 -0.01 -0.070
C -4.30185 -1.48607 1.50384 0.04 -0.11 0.01 -0.132
C -2.24317 2.11492 0.13897 -0.11 -0.10 -0.08 -0.425
C -3.27529 2.87279 0.68654 -0.25 -0.09 -0.15 -0.146
C -3.53705 4.14861 0.21540 -0.02 -0.02 0.01 -0.043
C -2.79153 4.67317 -0.83251 0.01 0.04 -0.02 -0.042
C -1.79401 3.91515 -1.42317 0.00 0.00 -0.02 -0.060
C -1.53380 2.64246 -0.93854 0.21 -0.04 0.07 -0.194
H -1.78613 0.53754 3.38574 0.04 0.08 0.00 0.062
H -1.78990 -1.15677 2.96090 -0.09 0.05 0.04 0.038
H 0.61056 -1.02183 2.22761 -0.03 0.03 0.10 0.005
H 0.27419 -1.02281 3.93627 -0.07 -0.07 -0.05 0.137
H 2.19011 0.43988 3.41735 -0.15 -0.29 0.10 0.048
H 0.83199 1.40266 4.07813 0.08 -0.13 0.22 0.049
H 2.05541 2.91705 -1.47382 0.05 0.08 0.05 0.061
H 2.42910 4.97934 -2.68078 0.01 -0.02 -0.01 0.115
H 1.90540 7.16451 -1.64242 0.00 0.01 -0.01 0.117
H 0.96312 7.22590 0.64573 0.00 0.01 0.02 0.117
H 0.60059 5.17686 1.88743 0.06 0.02 0.00 0.080
H 1.71670 3.84630 3.62746 0.02 -0.03 0.02 0.111
H 0.91813 5.03430 5.60025 0.01 0.01 0.01 0.118
H -1.49757 5.06362 6.15235 -0.01 0.01 0.01 0.116
H -3.10047 3.89938 4.68031 -0.02 -0.02 0.00 0.115
H -2.31352 2.71108 2.68772 0.10 0.05 0.14 0.051
H -4.33309 0.75969 -1.03658 0.00 0.02 0.02 0.074
H -6.71836 0.19019 -0.98834 -0.01 0.01 -0.01 0.115
H -7.58071 -1.41973 0.67687 -0.01 -0.01 0.00 0.119
H -6.02923 -2.48643 2.27653 -0.01 0.00 0.01 0.116
H -3.64305 -1.98017 2.20659 0.01 0.05 0.02 0.082
H -3.91083 2.45949 1.46189 0.00 0.00 0.00 0.115
H -4.33314 4.73184 0.65729 -0.02 0.01 0.01 0.119
H -3.00397 5.66825 -1.19909 0.00 0.01 -0.01 0.118
H -1.22803 4.30337 -2.25868 0.04 0.02 -0.01 0.117
H -0.75376 2.05971 -1.44098 -0.02 -0.05 -0.03 0.057
F 5.08344 -2.01229 5.42088 -0.02 0.01 0.00 0.156
C 5.21373 -2.95791 4.47576 0.02 0.00 0.02 -0.594
F 6.46757 -2.88798 4.01141 0.00 0.01 -0.02 0.166
F 5.05218 -4.14633 5.05930 -0.02 -0.02 -0.01 0.162
C 4.21549 -2.72997 3.36464 0.00 0.02 0.00 -0.086
C 3.30270 -3.70873 3.00800 0.06 0.01 0.03 0.032
C 2.39250 -3.46273 1.99211 -0.01 0.01 -0.12 -0.047
C 2.37431 -2.22463 1.35134 -0.06 0.00 -0.02 -0.335
C 3.31480 -1.25936 1.70216 -0.06 -0.02 0.00 -0.091
C 4.23808 -1.51064 2.70020 -0.01 -0.04 0.01 0.017
P 1.30199 -1.95955 -0.10156 0.12 -0.35 0.07 0.993
C 2.39684 -2.72579 -1.35864 -0.18 -0.01 -0.12 -0.291
C 2.13849 -3.99764 -1.88375 -0.06 0.03 0.10 -0.052
C 3.02888 -4.59150 -2.75956 0.06 0.03 0.00 0.019
C 4.20191 -3.93546 -3.10558 -0.04 0.02 0.01 -0.089
C 4.50478 -2.71008 -2.53829 0.04 -0.06 -0.05 0.029
C 3.60841 -2.11188 -1.66941 0.00 0.12 0.16 -0.068
C 5.13741 -4.59378 -4.09151 0.03 -0.04 -0.01 -0.594
F 6.22031 -3.84877 -4.32845 0.02 0.04 0.02 0.157
F 5.54583 -5.78680 -3.64240 -0.01 -0.01 0.02 0.166
F 4.51508 -4.79646 -5.26307 -0.03 0.00 -0.01 0.159
C -0.14783 -3.05448 0.07175 -0.11 0.19 0.06 -0.344
C -0.70466 -3.31614 1.32880 0.19 -0.02 0.04 -0.095
C -1.88819 -4.01946 1.44384 -0.01 -0.13 -0.02 0.004
C -2.54598 -4.46390 0.30457 0.01 0.13 -0.09 -0.087
C -2.01634 -4.20645 -0.94936 -0.03 -0.08 0.10 0.035
C -0.82562 -3.50401 -1.06087 0.09 -0.01 -0.04 -0.103
C -3.83966 -5.22476 0.46567 -0.01 -0.14 0.01 -0.586
F -3.64481 -6.34124 1.17703 0.02 -0.01 0.01 0.171
F -4.36982 -5.56728 -0.70874 0.00 0.02 -0.04 0.165
F -4.74701 -4.48522 1.12634 0.04 -0.07 0.00 0.148
H 3.30827 -4.66473 3.51228 0.00 -0.01 0.00 0.134
H 1.71916 -4.25353 1.69325 -0.03 -0.02 0.00 0.115
H 3.32953 -0.31393 1.18442 0.00 0.12 -0.04 0.069
H 4.97441 -0.76377 2.96727 0.00 0.02 0.00 0.140
H 1.26990 -4.56306 -1.58484 -0.03 0.03 -0.05 0.099
H 2.81553 -5.57339 -3.15953 0.00 -0.02 -0.02 0.138
H 5.44085 -2.22021 -2.76630 0.00 0.01 -0.02 0.133
H 3.89474 -1.17521 -1.21062 -0.05 0.01 -0.03 0.088
H -0.19371 -3.01469 2.23265 -0.01 0.07 0.00 0.101
H -2.28646 -4.25254 2.42327 -0.02 0.02 0.01 0.143
H -2.51442 -4.57296 -1.83577 -0.04 0.03 -0.01 0.136
H -0.42123 -3.33295 -2.04886 0.01 0.00 0.06 0.098
```
Positions in Å, forces in eV/Å.